(1)
ORCA calculation (wB97M-V/def2-TZVPD) on a molecular structure, C46H44FIN4O3P2Pt in a non-equilibrium geometry.

XYZ file:
```
102
Properties=species:S:1:pos:R:3:lowdin_spin:R:1
Pt 0.8236 -0.7434 0.8204 1.34
C -5.4420 -4.7618 3.7887 0.00
C -5.3417 -3.2692 3.5295 0.00
N -3.9396 -2.8100 3.3281 0.00
C -3.4628 -2.7627 2.0835 0.00
C -2.2031 -2.3251 1.7634 0.02
C -1.7344 -2.2843 0.3644 0.04
O -1.8960 -3.3462 -0.3349 0.27
O -1.1624 -1.2444 -0.0419 0.07
C -1.2968 -1.9612 2.7896 0.02
O -0.1050 -1.5338 2.5998 0.14
C -1.7869 -2.0971 4.1375 0.01
C -0.9698 -1.7916 5.2405 0.00
C -1.4354 -1.8943 6.5061 0.00
F -0.6054 -1.5609 7.5115 0.00
C -2.7601 -2.3127 6.8146 0.00
C -3.5590 -2.6135 5.7160 0.00
C -3.0954 -2.5142 4.3993 0.00
N -3.2258 -2.3801 8.1179 0.00
C -2.4196 -1.9284 9.2745 0.00
C -3.2335 -1.9809 10.5524 0.00
N -3.8131 -3.3615 10.7349 0.00
C -4.6612 -3.7924 9.5388 0.00
C -4.6029 -2.7465 8.4389 0.00
H -6.4899 -5.0506 3.8770 0.00
H -4.9261 -5.0498 4.7065 0.00
H -5.0081 -5.3267 2.9611 0.00
H -5.7715 -2.6826 4.3348 0.00
H -5.8847 -2.9941 2.6305 0.00
H -4.1588 -3.0442 1.3027 0.00
H 0.0419 -1.4397 5.0838 0.00
H -4.5867 -2.8850 5.8669 0.00
H -2.0886 -0.8992 9.1649 0.00
H -1.5282 -2.5449 9.3840 0.00
H -4.0638 -1.2828 10.5638 0.00
H -2.5936 -1.7620 11.4020 0.00
H -4.3666 -3.4024 11.5903 0.00
H -3.0458 -4.0192 10.8668 0.00
H -5.6861 -3.9230 9.8777 0.00
H -4.2804 -4.7521 9.2053 0.00
H -5.1842 -1.8664 8.7204 0.00
H -5.1120 -3.1833 7.5924 0.00
I -0.2169 2.0348 1.1459 0.06
C 1.5819 1.7520 2.1712 0.02
C 2.1792 2.7517 2.9033 0.00
C 3.3764 2.4495 3.5441 0.00
C 3.9160 1.1769 3.4315 0.00
C 3.2482 0.2330 2.6813 0.01
N 2.0925 0.5161 2.0530 0.08
H 1.7321 3.7335 2.9707 0.00
H 3.8799 3.2102 4.1284 0.00
H 4.8488 0.9163 3.9146 0.00
H 3.6244 -0.7731 2.5625 0.00
C 2.5304 -3.6482 -1.0686 0.10
P 1.5797 -2.0554 -1.0291 0.12
C 2.6054 -0.9523 -2.0125 0.02
C 2.8142 0.3591 -1.5859 0.02
C 3.5333 1.2497 -2.3715 0.00
C 4.0483 0.8292 -3.5866 0.00
C 3.8455 -0.4774 -4.0239 0.00
C 3.1240 -1.3660 -3.2451 0.00
C 0.1297 -2.4372 -2.0793 0.10
C -0.2312 -1.5949 -3.0920 0.06
C -1.3648 -1.8809 -3.8984 0.21
C -2.1400 -3.0139 -3.6883 0.00
C -1.8076 -3.8683 -2.6662 0.19
C -0.6794 -3.5827 -1.8274 0.15
P 3.0593 -4.5483 0.4066 0.49
C 1.6980 -5.3116 1.2201 0.08
C 0.5198 -4.5798 1.4832 0.05
C -0.5558 -5.2144 2.0664 0.00
C -0.4597 -6.5614 2.4215 0.07
C 0.7167 -7.2767 2.2066 0.00
C 1.8056 -6.6566 1.6231 0.05
C 4.3288 -5.6836 -0.0436 0.07
C 4.3550 -6.2778 -1.3139 0.03
C 5.3160 -7.2349 -1.5864 0.01
C 6.2594 -7.5749 -0.6183 0.02
C 6.2388 -6.9768 0.6352 0.00
C 5.2762 -6.0246 0.9296 0.03
H 3.4623 -3.3838 -1.5699 0.00
H 1.9979 -4.3685 -1.6933 0.02
H 2.4312 0.6967 -0.6300 0.02
H 3.6941 2.2660 -2.0347 0.00
H 4.6127 1.5202 -4.2004 0.00
H 4.2457 -0.7988 -4.9768 0.00
H 2.9562 -2.3727 -3.6168 0.00
H 0.3472 -0.7021 -3.2991 0.00
H -1.6215 -1.1991 -4.7006 0.01
H -2.9900 -3.2208 -4.3239 0.00
H -2.3941 -4.7571 -2.4709 0.01
H -0.3586 -4.3371 -1.1195 0.01
H 0.4562 -3.5267 1.2346 0.00
H -1.4738 -4.6647 2.2535 0.00
H -1.3093 -7.0586 2.8743 0.00
H 0.7807 -8.3206 2.4859 0.00
H 2.7172 -7.2137 1.4513 0.00
H 3.6291 -6.0258 -2.0777 0.00
H 5.3297 -7.7214 -2.5526 0.00
H 7.0248 -8.3044 -0.8525 0.00
H 6.9775 -7.2443 1.3800 0.00
H 5.2704 -5.5431 1.9017 0.00
```

Calculated values
**Molecular weight**: 1103.8 g/mol
**F_max**: 0.03201 hartree/bohr
**Calculated total energy**: -93123.7743 eV
**Total charge**: +4
**<S²>**: 6.040
**Multiplicity**: 5
**Orbital gap (alpha / beta)**: 8.03 / 5.61 eV

(2)
ORCA calculation (wB97M-V/def2-TZVPD) on a molecular structure, C46H44N6P2STeZr.

XYZ file:
```
101
Properties=species:S:1:pos:R:3:lowdin_charge:R:1
Zr -0.1282 -0.0738 -0.1274 1.23
N 2.4863 2.8316 2.2076 0.13
C 1.4765 2.2570 1.5615 -0.79
S 1.0511 0.6198 2.0449 0.65
N 0.8638 2.9634 0.6304 0.02
N -0.1662 2.2722 0.1126 -0.17
C -1.1237 2.9124 -0.4469 -0.07
C -2.2964 2.1240 -0.8193 -0.27
C -3.4508 2.6996 -1.3254 0.00
C -4.5722 1.9049 -1.5273 -0.01
C -4.5164 0.5551 -1.2169 -0.02
C -3.3267 0.0414 -0.7315 -0.11
N -2.2368 0.7978 -0.5499 -0.02
H 2.9658 2.3455 2.9450 0.10
H 2.7212 3.7907 2.0067 0.12
H -1.1160 3.9940 -0.5342 0.14
H -3.4782 3.7633 -1.5201 0.13
H -5.4872 2.3441 -1.9026 0.13
H -5.3745 -0.0915 -1.3306 0.12
H -3.2359 -1.0091 -0.4774 0.10
Te 1.9282 -4.9298 -1.1546 1.31
C 1.4906 -6.1510 0.5160 -0.56
C 0.3391 -6.9255 0.5690 -0.14
C 0.0860 -7.6620 1.7194 -0.14
N 0.8896 -7.6688 2.7796 0.08
C 2.0110 -6.9566 2.7041 -0.14
C 2.3582 -6.1860 1.6006 -0.13
C 0.9034 -3.1772 -0.5645 -1.00
P -0.3452 -2.4701 -1.5297 0.80
C -1.9442 -3.3522 -1.4736 -0.36
C -3.0704 -2.8851 -2.1551 -0.15
C -4.2954 -3.5203 -2.0201 -0.07
C -4.4119 -4.6279 -1.1881 -0.06
C -3.3007 -5.0966 -0.5038 -0.05
C -2.0737 -4.4628 -0.6465 -0.08
C 0.2075 -2.6618 -3.2708 -0.38
C -0.5791 -3.2059 -4.2845 -0.08
C -0.0480 -3.4180 -5.5515 -0.07
C 1.2764 -3.1015 -5.8188 -0.07
C 2.0716 -2.5666 -4.8122 -0.07
C 1.5395 -2.3458 -3.5505 -0.15
P 0.8019 -2.3638 0.9588 0.76
C 2.3366 -2.5159 1.8819 -0.40
C 2.3536 -2.5922 3.2719 -0.09
C 3.5639 -2.6978 3.9417 -0.06
C 4.7546 -2.7239 3.2285 -0.06
C 4.7407 -2.6402 1.8415 -0.07
C 3.5343 -2.5341 1.1680 -0.13
C -0.5493 -2.9020 2.0662 -0.36
C -0.6210 -4.1509 2.6774 -0.07
C -1.7736 -4.5405 3.3449 -0.04
C -2.8694 -3.6897 3.4088 -0.06
C -2.8040 -2.4293 2.8311 -0.07
C -1.6469 -2.0460 2.1713 -0.14
H -0.3537 -6.9620 -0.2623 0.09
H -0.8093 -8.2700 1.7928 0.11
H 2.6637 -6.9958 3.5692 0.11
H 3.2813 -5.6205 1.6026 0.09
H -2.9950 -2.0212 -2.8097 0.08
H -5.1581 -3.1615 -2.5673 0.11
H -5.3668 -5.1245 -1.0793 0.11
H -3.3868 -5.9593 0.1442 0.12
H -1.2075 -4.8271 -0.1075 0.07
H -1.5989 -3.5073 -4.0858 0.10
H -0.6644 -3.8648 -6.3209 0.12
H 1.6949 -3.2950 -6.7977 0.12
H 3.1130 -2.3409 -5.0034 0.12
H 2.1735 -1.9611 -2.7609 0.08
H 1.4272 -2.5774 3.8324 0.11
H 3.5767 -2.7650 5.0213 0.11
H 5.6958 -2.8164 3.7539 0.11
H 5.6695 -2.6728 1.2873 0.11
H 3.5138 -2.5060 0.0835 0.07
H 0.2259 -4.8211 2.6389 0.09
H -1.8098 -5.5115 3.8218 0.12
H -3.7674 -3.9994 3.9265 0.11
H -3.6405 -1.7474 2.9154 0.11
H -1.5841 -1.0172 1.7995 0.04
C -0.0667 0.1244 -5.6759 0.03
N -0.8973 0.9628 -4.7592 -0.15
C -1.8140 0.1260 -3.9400 0.00
C -0.0691 1.8923 -3.8899 -0.06
C 1.0780 1.2430 -3.1615 -0.23
C 2.3434 1.3957 -3.7129 -0.02
C 3.4887 0.9519 -3.0549 -0.03
C 3.3688 0.3675 -1.8123 -0.04
C 2.0899 0.2051 -1.2785 -0.22
C 0.9228 0.6070 -1.9176 -0.24
H -0.7322 -0.4178 -6.3426 0.11
H 0.5110 -0.5751 -5.0758 0.07
H 0.5927 0.7735 -6.2466 0.12
H -1.4762 1.5680 -5.3418 0.18
H -1.2064 -0.4406 -3.2395 0.05
H -2.3546 -0.5532 -4.5950 0.11
H -2.5054 0.7806 -3.4108 0.09
H -0.7770 2.3488 -3.1991 0.12
H 0.3083 2.6639 -4.5601 0.14
H 2.4559 1.9057 -4.6637 0.12
H 4.4611 1.0966 -3.5053 0.12
H 4.2405 0.0420 -1.2599 0.12
H 2.0880 -0.2729 -0.2798 0.03
```

Calculated values
**Molecular weight**: 993.7 g/mol
**F_max**: 0.01697 hartree/bohr
**Calculated total energy**: -95330.7096 eV
**Total charge**: +2
**Multiplicity**: 1
**Orbital gap**: 5.07 eV

(3)
ORCA calculation (wB97M-V/def2-TZVPD) on a molecular structure, C46H45BrIMoN2O2P3.

XYZ file:
```
101
Properties=species:S:1:pos:R:3:lowdin_spin:R:1
Mo 0.2212 -0.4099 -0.2831 1.78
Br 2.4474 -3.1144 1.0835 0.01
C 3.2202 -1.5553 0.4057 0.01
C 4.6058 -1.4938 0.4371 0.00
C 5.2365 -0.3371 0.0328 0.01
C 4.4630 0.7387 -0.3697 0.00
C 3.1023 0.5955 -0.3770 0.01
N 2.4611 -0.5462 -0.0406 0.00
C 2.2261 1.7502 -0.7437 0.01
O 2.6548 2.8168 -1.0677 0.02
O 0.9340 1.4498 -0.6488 0.05
H 5.1623 -2.3472 0.7947 0.00
H 6.3181 -0.2712 0.0489 0.00
H 4.8767 1.6932 -0.6647 0.00
I -1.7644 -2.2302 0.6741 0.01
C -1.1291 -3.7964 -0.5050 0.00
C -1.7792 -4.9857 -0.4309 0.01
C -1.3104 -6.0513 -1.2360 -0.01
C -0.2333 -5.8604 -2.0466 0.01
C 0.4341 -4.6094 -2.1110 0.00
C 1.5566 -4.4443 -2.9631 0.04
C 2.1873 -3.2445 -3.0274 0.00
C 1.7240 -2.1641 -2.2410 0.05
C 0.6495 -2.2493 -1.3838 -0.03
C -0.0200 -3.5174 -1.3257 0.00
H -2.6290 -5.1296 0.2239 0.00
H -1.8091 -7.0108 -1.1984 0.00
H 0.1352 -6.6714 -2.6661 0.00
H 1.8945 -5.2867 -3.5564 0.00
H 3.0455 -3.1053 -3.6747 0.00
H 2.2765 -1.2442 -2.3339 0.00
N -1.0696 0.6344 2.4009 0.00
P -1.5655 1.2874 0.9115 0.00
C -1.3700 3.0703 1.1852 0.00
C -1.6174 3.5853 2.4584 0.00
C -1.5229 4.9489 2.6953 0.00
C -1.1606 5.8129 1.6685 0.00
C -0.8864 5.3065 0.4077 0.00
C -0.9891 3.9416 0.1671 0.00
C -3.3389 1.0370 0.7201 0.00
C -4.2404 1.4640 1.6972 0.00
C -5.6022 1.2912 1.5103 0.00
C -6.0762 0.7194 0.3330 0.00
C -5.1890 0.3073 -0.6519 0.00
C -3.8253 0.4634 -0.4510 0.00
P 0.4514 -0.1173 2.2889 0.01
C 0.4546 -1.2377 3.7188 0.00
C 0.5258 -0.6285 4.9773 0.00
C 0.4230 -1.3926 6.1304 0.00
C 0.2671 -2.7701 6.0401 0.00
C 0.2054 -3.3832 4.7973 0.00
C 0.2934 -2.6200 3.6410 0.00
C 1.8150 1.0108 2.6573 0.00
C 1.7697 2.3610 2.3233 0.00
C 2.9035 3.1525 2.4693 0.00
C 4.0902 2.5964 2.9269 0.00
C 4.1472 1.2431 3.2444 0.00
C 3.0157 0.4518 3.1107 0.00
H -1.4178 0.9386 3.3039 0.00
H -1.8827 2.9439 3.2916 0.00
H -1.7282 5.3361 3.6855 0.00
H -1.0834 6.8772 1.8569 0.00
H -0.5814 5.9708 -0.3915 0.00
H -0.7333 3.5679 -0.8045 0.00
H -3.8909 1.9437 2.6067 0.00
H -6.2958 1.6141 2.2764 0.00
H -7.1417 0.5972 0.1834 0.00
H -5.5582 -0.1374 -1.5686 0.00
H -3.1362 0.1189 -1.2088 0.00
H 0.6777 0.4409 5.0652 0.00
H 0.4770 -0.9119 7.0997 0.00
H 0.1989 -3.3660 6.9418 0.00
H 0.0851 -4.4576 4.7264 0.00
H 0.2331 -3.1102 2.6835 0.00
H 0.8655 2.8100 1.9406 0.00
H 2.8555 4.2042 2.2136 0.00
H 4.9706 3.2171 3.0421 0.00
H 5.0685 0.8090 3.6143 0.00
H 3.0654 -0.5981 3.3802 0.00
C -1.2856 -2.2327 -4.0531 0.00
C -1.6435 -0.7738 -3.7823 0.00
P -0.5385 0.2349 -2.7250 0.00
C 0.9562 0.4542 -3.7643 0.01
C 0.8421 1.5078 -4.8668 0.00
C -1.3904 1.8577 -2.7250 0.00
C -2.3117 2.1831 -3.9017 0.00
H -1.9524 -2.6324 -4.8172 0.00
H -1.4001 -2.8456 -3.1648 0.00
H -0.2655 -2.3561 -4.4172 0.00
H -2.6461 -0.7098 -3.3525 0.00
H -1.6914 -0.2188 -4.7210 0.00
H 1.1491 -0.5258 -4.2005 0.00
H 1.8120 0.6758 -3.1305 0.00
H 0.0545 1.2701 -5.5812 0.00
H 1.7780 1.5459 -5.4239 0.00
H 0.6611 2.5053 -4.4689 0.00
H -0.6008 2.5991 -2.6239 0.00
H -1.9717 1.8973 -1.8118 0.00
H -1.7980 2.1532 -4.8614 0.00
H -2.7072 3.1932 -3.7786 0.00
H -3.1644 1.5056 -3.9503 0.00
```

Calculated values
**Molecular weight**: 1053.5 g/mol
**F_max**: 0.01545 hartree/bohr
**Calculated total energy**: -163362.7996 eV
**Total charge**: +2
**<S²>**: 2.033
**Multiplicity**: 3
**Orbital gap (alpha / beta)**: 7.15 / 6.76 eV

(4)
ORCA calculation (wB97M-V/def2-TZVPD) on a molecular structure, C46H46BBrClHgN13O3S.

XYZ file:
```
113
Properties=species:S:1:pos:R:3:lowdin_spin:R:1
Hg -0.8734 1.5966 0.8677 0.01
N 0.2506 1.4019 -3.4823 0.03
C -0.4012 1.4604 -2.2473 0.07
S 0.4261 0.5932 -0.9658 0.01
N -1.5303 2.0705 -2.1971 -0.01
N -2.1692 2.1031 -0.9864 0.24
C -3.4671 2.4256 -0.9835 0.15
C -4.2776 2.3517 -2.2191 0.01
C -5.1583 3.3718 -2.5809 0.02
C -5.9222 3.2822 -3.7363 0.00
C -5.8169 2.1714 -4.5597 0.02
C -4.9335 1.1526 -4.2199 0.00
C -4.1716 1.2448 -3.0685 0.02
C -4.0552 2.7980 0.2631 0.09
C -5.4629 2.8567 0.4743 0.04
C -5.9608 3.2486 1.6853 0.04
C -5.0755 3.5789 2.7299 0.10
C -3.7281 3.4275 2.4760 0.01
N -3.2096 3.0409 1.3130 0.12
H 1.2579 1.4290 -3.3969 0.00
H -0.1147 2.0921 -4.1248 0.00
H -5.2326 4.2492 -1.9502 0.00
H -6.5963 4.0890 -3.9982 0.00
H -6.4119 2.1007 -5.4619 0.00
H -4.8389 0.2822 -4.8579 0.00
H -3.4720 0.4590 -2.8137 0.00
H -6.1334 2.5721 -0.3244 0.00
H -7.0327 3.2886 1.8410 0.00
H -5.4241 3.9087 3.6986 0.01
H -3.0055 3.6254 3.2667 0.00
N 0.0159 5.8238 1.6798 0.00
C -0.5174 4.7937 1.0364 0.00
N 0.1732 3.7083 1.3093 0.00
C 1.1730 4.1303 2.1680 0.00
N 1.1058 5.4389 2.4073 0.00
C 2.1131 3.2238 2.7511 0.00
C 2.7393 3.4434 3.9678 0.00
N 3.2862 2.5052 4.7325 0.00
C 2.9844 1.2198 4.3092 0.00
C 2.4801 0.8941 3.1089 0.00
N 2.3663 1.9364 2.1269 0.00
H -0.2670 6.7858 1.6674 0.00
H -1.3960 4.8354 0.4125 0.00
H 2.7156 4.4533 4.3741 0.00
H 3.1151 0.4365 5.0502 0.00
H 2.2008 -0.1113 2.8195 0.00
C 4.1241 -4.9504 1.0697 0.00
C 3.5247 -4.5660 -0.2912 0.00
C 2.9506 -5.8429 -0.9197 0.00
C 4.6692 -4.0459 -1.1645 0.00
C 2.4449 -3.4500 -0.0911 0.00
O 2.9826 -2.5385 0.8634 0.00
C 2.1297 -2.6160 -1.3451 0.00
C 1.5859 -3.2119 -2.6546 0.00
C 0.1259 -3.5921 -2.6525 0.00
C -0.8421 -2.5907 -2.5872 0.00
C -2.1920 -2.9001 -2.5611 0.00
C -2.5828 -4.2285 -2.6171 0.00
Cl -4.2782 -4.6282 -2.5838 0.00
C -1.6464 -5.2429 -2.7086 0.00
C -0.2971 -4.9148 -2.7281 0.00
C 1.1681 -4.0845 0.5383 0.00
N 0.3866 -3.1289 1.2939 0.00
C -0.3417 -2.0976 0.8538 0.00
N -0.6372 -1.2854 1.8453 0.00
C -0.0630 -1.9001 2.9139 0.00
N 0.5752 -3.0112 2.6281 0.00
H 4.8383 -5.7650 0.9260 0.00
H 3.3683 -5.2942 1.7776 0.00
H 4.6382 -4.1059 1.5219 0.00
H 3.7558 -6.5714 -1.0396 0.00
H 2.5178 -5.6736 -1.9035 0.00
H 2.1897 -6.3048 -0.2883 0.00
H 5.4798 -4.7778 -1.1798 0.00
H 5.0675 -3.1152 -0.7563 0.00
H 4.3601 -3.8723 -2.1971 0.00
H 2.9628 -1.6238 0.5442 0.00
H 3.0542 -2.1025 -1.6003 0.00
H 1.4483 -1.8160 -1.0438 0.00
H 2.1914 -4.0498 -2.9991 0.00
H 1.7114 -2.4225 -3.4015 0.00
H -0.5326 -1.5501 -2.5442 0.00
H -2.9388 -2.1199 -2.4956 0.00
H -1.9692 -6.2736 -2.7624 0.00
H 0.4356 -5.7102 -2.7995 0.00
H 1.4432 -4.8514 1.2574 0.00
H 0.5376 -4.5330 -0.2269 0.00
H -0.6086 -1.9513 -0.1779 0.00
H -0.0895 -1.4955 3.9137 0.00
Br -0.2563 2.9418 6.6767 0.00
C -1.2053 1.9801 5.3632 0.00
C -2.3242 1.2399 5.6892 0.00
C -2.9662 0.5449 4.6744 0.00
C -2.4666 0.6209 3.3897 0.00
N -1.3856 1.3458 3.0901 0.00
C -0.7571 2.0178 4.0517 0.00
H -2.6834 1.2079 6.7089 0.00
H -3.8491 -0.0452 4.8750 0.00
H -2.9325 0.0922 2.5710 0.00
H 0.1363 2.5687 3.7790 0.00
O 2.9083 2.8525 -0.1070 0.00
B 2.8597 1.8097 0.8384 0.00
O 3.4349 0.6214 0.2895 0.00
C 3.8079 0.9778 -0.9773 0.00
C 4.4307 0.2128 -1.9330 0.00
C 4.6623 0.8049 -3.1792 0.00
C 4.2871 2.1164 -3.4292 0.00
C 3.6828 2.8981 -2.4390 0.00
C 3.4634 2.3062 -1.2176 0.00
H 4.7373 -0.8028 -1.7261 0.00
H 5.1459 0.2292 -3.9579 0.00
H 4.4783 2.5499 -4.4026 0.00
H 3.3959 3.9259 -2.6161 0.00
```

Calculated values
**Molecular weight**: 1187.8 g/mol
**F_max**: 0.00657 hartree/bohr
**Calculated total energy**: -172218.1582 eV
**Total charge**: -1
**<S²>**: 0.771
**Multiplicity**: 2
**Orbital gap (alpha / beta)**: 4.99 / 5.37 eV